Below is a structure of composition C52H109N6O6 in a non-equilibrium geometry, with properties calculated with the ωB97M-V functional and the def2-TZVPD basis.

Cartesian coordinates (Å):
1 C 0.266 -1.200 6.025
2 C -0.920 -1.587 5.140
3 C -0.528 -1.629 3.672
4 C 0.240 -2.817 3.174
5 C -0.554 -4.079 3.512
6 C -1.134 -4.255 4.914
7 N -1.558 -2.897 5.538
8 O -1.902 -2.975 6.766
9 C -0.110 -4.771 5.893
10 C -2.445 -4.988 4.732
11 C -2.103 -0.632 5.248
12 H -0.027 -0.780 6.989
13 H 0.864 -0.400 5.589
14 H 0.943 -2.012 6.291
15 H 0.113 -0.834 3.283
16 H -1.423 -1.555 3.051
17 H 1.182 -2.993 3.704
18 H 0.513 -2.725 2.124
19 H 0.132 -4.880 3.234
20 H -1.297 -4.097 2.711
21 H 0.796 -4.159 5.930
22 H 0.481 -5.683 5.761
23 H -0.419 -4.929 6.925
24 H -2.342 -5.761 3.972
25 H -3.206 -4.418 4.185
26 H -3.045 -5.198 5.617
27 H -2.871 -0.914 4.525
28 H -1.882 0.430 5.153
29 H -2.642 -0.737 6.191
30 C -3.875 -0.191 0.437
31 C -4.427 -1.626 0.431
32 C -5.915 -1.625 -0.121
33 C -6.038 -1.398 -1.660
34 C -5.237 -2.511 -2.332
35 C -3.748 -2.528 -2.058
36 N -3.567 -2.431 -0.505
37 O -2.422 -2.658 -0.129
38 C -3.074 -1.289 -2.626
39 C -3.205 -3.878 -2.609
40 C -4.350 -2.318 1.816
41 H -4.300 0.278 1.325
42 H -4.204 0.411 -0.410
43 H -2.787 -0.094 0.443
44 H -6.503 -0.934 0.483
45 H -6.362 -2.609 0.030
46 H -5.769 -0.354 -1.828
47 H -7.115 -1.475 -1.798
48 H -5.474 -2.504 -3.398
49 H -5.670 -3.492 -2.119
50 H -3.437 -0.321 -2.275
51 H -3.352 -1.127 -3.668
52 H -2.013 -1.333 -2.384
53 H -3.469 -4.709 -1.956
54 H -2.118 -3.837 -2.501
55 H -3.385 -4.075 -3.663
56 H -3.322 -2.522 2.118
57 H -4.822 -3.289 1.668
58 H -4.769 -1.712 2.617
59 C -0.633 3.325 -3.096
60 C -1.014 4.125 -4.359
61 C -2.445 4.642 -4.219
62 C -2.939 5.626 -5.234
63 C -2.056 6.847 -5.073
64 C -0.522 6.648 -5.091
65 N -0.084 5.329 -4.500
66 O 1.127 5.137 -4.675
67 C 0.154 7.954 -4.550
68 C -0.239 6.494 -6.668
69 C -0.780 3.174 -5.569
70 H -1.300 2.463 -3.104
71 H -0.723 3.916 -2.185
72 H 0.359 2.886 -3.196
73 H -2.574 5.154 -3.260
74 H -3.073 3.751 -4.171
75 H -4.019 5.746 -5.297
76 H -2.712 5.178 -6.208
77 H -2.339 7.365 -4.150
78 H -2.289 7.639 -5.786
79 H -0.163 8.107 -3.518
80 H -0.323 8.794 -5.053
81 H 1.215 7.874 -4.773
82 H -0.937 5.803 -7.139
83 H 0.777 6.172 -6.894
84 H -0.448 7.409 -7.222
85 H 0.220 2.735 -5.621
86 H -0.593 3.795 -6.450
87 H -1.505 2.409 -5.834
88 C 6.343 -2.974 1.466
89 C 6.301 -1.451 1.418
90 C 5.666 -0.873 2.697
91 N 4.277 -0.192 2.589
92 C 3.276 -1.182 2.049
93 C 3.835 0.520 3.903
94 C 2.872 1.579 3.502
95 C 3.344 2.088 2.150
96 C 4.501 1.104 1.812
97 H 5.416 -3.492 1.225
98 H 6.911 -3.334 2.324
99 H 7.038 -3.293 0.682
100 H 5.728 -1.173 0.530
101 H 7.320 -1.112 1.237
102 H 6.392 -0.226 3.188
103 H 5.400 -1.671 3.392
104 H 3.566 -1.410 1.027
105 H 2.277 -0.749 2.110
106 H 3.180 -2.079 2.661
107 H 3.349 -0.238 4.515
108 H 4.790 0.954 4.193
109 H 1.876 1.129 3.483
110 H 2.785 2.318 4.299
111 H 2.596 1.817 1.402
112 H 3.569 3.149 2.096
113 H 4.524 0.963 0.732
114 H 5.465 1.536 2.079
115 C -3.920 7.009 -0.875
116 C -3.871 5.930 0.165
117 C -2.608 5.683 1.026
118 N -2.488 4.300 1.635
119 C -3.729 3.929 2.399
120 C -1.306 4.269 2.562
121 C -0.175 3.864 1.608
122 C -0.794 2.732 0.860
123 C -2.215 3.259 0.568
124 H -4.924 6.925 -1.291
125 H -3.214 6.837 -1.687
126 H -3.857 7.957 -0.343
127 H -4.026 4.930 -0.253
128 H -4.666 6.107 0.889
129 H -2.717 6.350 1.883
130 H -1.658 5.935 0.555
131 H -3.801 4.647 3.215
132 H -3.672 2.930 2.826
133 H -4.567 4.038 1.715
134 H -1.502 3.409 3.203
135 H -1.227 5.203 3.114
136 H 0.701 3.491 2.139
137 H 0.151 4.708 0.998
138 H -0.738 1.897 1.556
139 H -0.348 2.606 -0.124
140 H -2.980 2.496 0.438
141 H -2.210 3.774 -0.393
142 C 1.407 -4.192 -0.892
143 C 2.833 -3.876 -1.402
144 C 3.349 -4.667 -2.614
145 N 4.893 -4.777 -2.522
146 C 5.446 -3.310 -2.578
147 C 5.383 -5.686 -3.699
148 C 6.203 -6.753 -3.086
149 C 6.584 -6.355 -1.639
150 C 5.376 -5.563 -1.265
151 H 1.474 -5.153 -0.379
152 H 0.808 -4.310 -1.797
153 H 0.931 -3.440 -0.266
154 H 3.596 -3.824 -0.625
155 H 2.749 -2.834 -1.729
156 H 3.058 -4.420 -3.633
157 H 2.933 -5.661 -2.430
158 H 6.523 -3.435 -2.464
159 H 5.151 -2.834 -1.646
160 H 5.092 -2.892 -3.515
161 H 5.832 -4.973 -4.389
162 H 4.492 -6.142 -4.125
163 H 7.177 -6.879 -3.564
164 H 5.763 -7.742 -3.201
165 H 7.377 -5.609 -1.597
166 H 6.649 -7.164 -0.915
167 H 5.557 -4.834 -0.477
168 H 4.594 -6.267 -0.981
169 O -0.470 0.377 -1.400
170 C 0.442 -0.120 -0.524
171 O 1.649 -0.147 -0.838
172 O -0.032 -0.521 0.584
173 H 0.409 0.212 -1.824

Kohn-Sham gap	0.1961	Ha
charge	+5
maximum force	7.76	eV/A
ΔE to the lowest compared entry with this formula, charge and spin	39.0	kcal/mol
M	914.48	g mol⁻¹
lowest unoccupied orbital energy	-12.96	eV
electronic energy	-76859.200	eV